(1)
The following is a quantum chemistry calculation of a structure of composition C38H39As2FIrNS2SiTe, from OMol25.

Calculated values
Gap between HOMO and LUMO (spin up / spin down), eV: 6.62 / 6.31
Energy, Eh: -7555.7031
Spin multiplicity: 5
Lowest unoccupied orbital energy (spin up / spin down), eV: 0.601 / -1.789

Each line ends with the Mulliken charge.
Atoms and positions in Å:
Ir1 12.238 15.269 14.508  1.77
C1 18.187 16.845 18.417  -1.25
Si1 17.221 16.166 16.878  0.22
C2 17.426 17.425 15.579  -0.84
C3 18.101 14.664 16.305  -1.06
C4 15.490 15.787 17.494  0.52
C5 15.159 15.750 18.878  0.00
C6 13.892 15.620 19.385  -0.89
C7 12.887 15.545 18.427  -0.49
N1 13.117 15.508 17.077  -0.41
C8 14.374 15.629 16.651  0.26
S1 14.539 15.457 14.887  -0.55
H1 19.212 16.685 18.138  0.34
H2 17.959 16.185 19.317  0.35
H3 18.080 17.898 18.571  0.32
H4 17.123 18.459 15.927  0.26
H5 16.949 17.199 14.613  0.16
H6 18.484 17.521 15.525  0.42
H7 19.173 14.760 15.902  0.28
H8 17.616 14.009 15.622  0.42
H9 18.188 13.907 17.225  0.24
H10 16.051 15.882 19.498  0.12
H11 13.723 15.579 20.487  0.37
H12 11.808 15.474 18.665  0.45
C9 10.062 17.746 13.173  -0.75
C10 11.088 17.475 12.047  -1.33
As1 11.868 15.665 12.020  0.85
C11 10.505 14.571 11.024  0.25
C12 9.299 14.206 11.637  0.16
C13 8.398 13.476 10.900  -0.73
C14 8.706 12.992 9.647  -0.52
C15 9.925 13.305 9.061  -0.71
C16 10.856 14.056 9.768  -0.54
C17 13.412 15.818 10.805  0.23
C18 13.274 16.537 9.603  -0.09
C19 14.415 16.891 8.867  -0.78
C20 15.698 16.541 9.343  -0.30
C21 15.796 15.810 10.515  -0.76
C22 14.678 15.548 11.309  -0.56
As2 10.908 17.479 14.858  0.40
C23 9.626 17.886 16.205  0.38
C24 9.805 18.835 17.222  -0.24
C25 8.794 19.015 18.158  -0.77
C26 7.719 18.198 18.079  -0.43
C27 7.555 17.247 17.074  -0.75
C28 8.528 17.116 16.131  -0.24
C29 12.091 18.970 15.032  -0.12
C30 13.201 18.727 15.821  -0.24
C31 14.089 19.724 16.157  -0.52
C32 13.806 21.031 15.760  -0.79
C33 12.730 21.303 14.944  -0.75
C34 11.921 20.259 14.566  0.10
H13 9.248 17.046 13.232  0.64
H14 9.661 18.760 12.991  0.56
H15 11.916 18.159 12.088  0.54
H16 10.665 17.614 11.006  0.60
H17 9.080 14.569 12.646  0.13
H18 7.511 13.058 11.370  0.34
H19 7.932 12.411 9.157  0.38
H20 10.204 12.892 8.106  0.39
H21 11.815 14.207 9.331  0.44
H22 12.267 16.780 9.320  0.44
H23 14.349 17.394 7.910  0.38
H24 16.652 16.824 8.868  0.35
H25 16.793 15.534 10.823  0.40
H26 14.788 15.130 12.278  0.32
H27 10.712 19.438 17.269  0.33
H28 8.997 19.675 19.034  0.32
H29 6.967 18.234 18.820  0.40
H30 6.680 16.584 16.962  0.37
H31 8.457 16.280 15.457  0.16
H32 13.320 17.711 16.179  0.33
H33 15.026 19.538 16.731  0.34
H34 14.473 21.798 15.953  0.46
H35 12.593 22.375 14.668  0.35
H36 11.132 20.452 13.811  0.21
Te1 12.454 12.558 14.622  0.17
C35 10.623 11.603 14.284  -0.10
C36 9.396 12.176 14.461  -0.16
C37 8.333 11.317 14.134  -0.77
C38 8.756 10.089 13.739  -0.44
S2 10.502 9.949 13.771  -0.12
H37 9.302 13.202 14.642  0.52
H38 7.362 11.810 14.144  0.43
H39 8.243 9.241 13.321  0.38
F1 10.011 14.959 14.523  -0.56

=====

(2)
The following is a quantum chemistry calculation of a structure of composition C38H39As2N8O5V, from OMol25.

Calculated values
Gap between HOMO and LUMO (spin up / spin down), eV: 5.97 / 5.85
Charge: +2
Energy, Eh: -7701.0084
Spin multiplicity: 3
Lowest unoccupied orbital energy (spin up / spin down), eV: -6.501 / -6.619

Each line ends with the Mulliken charge.
Atoms and positions in Å:
V1 -0.012 0.204 0.839  0.00
O1 -3.760 0.977 -6.346  -0.49
C1 -2.662 0.440 -5.785  0.56
O2 -1.821 -0.092 -6.445  -0.50
C2 -2.554 0.522 -4.287  0.94
C3 -1.820 -0.477 -3.649  -1.11
C4 -1.617 -0.422 -2.285  0.62
C5 -2.145 0.633 -1.552  -0.64
C6 -2.853 1.648 -2.180  -0.90
C7 -3.062 1.582 -3.553  -1.18
N1 -1.881 0.691 -0.139  1.52
C8 -2.808 1.148 0.621  -0.58
C9 -2.534 1.329 2.046  -0.16
C10 -3.480 1.875 2.897  -0.61
C11 -3.149 2.046 4.236  -0.83
C12 -1.887 1.662 4.652  -0.94
C13 -1.000 1.120 3.732  -0.49
N2 -1.304 0.943 2.449  1.05
H1 -4.406 1.234 -5.676  0.36
H2 -1.389 -1.270 -4.242  0.58
H3 -1.019 -1.179 -1.792  -0.70
H4 -3.199 2.512 -1.631  0.57
H5 -3.580 2.396 -4.042  0.35
H6 -3.790 1.415 0.232  0.71
H7 -4.447 2.163 2.513  0.58
H8 -3.858 2.472 4.929  0.49
H9 -1.574 1.778 5.679  0.53
H10 -0.006 0.817 4.038  0.45
N3 -0.375 3.494 0.226  -0.05
C14 0.781 3.296 0.897  0.42
N4 1.558 4.339 1.126  -0.74
C15 2.708 4.084 1.755  0.15
N5 3.553 5.084 1.960  -0.31
N6 3.073 2.858 2.210  -0.73
C16 2.200 1.913 1.980  -0.50
N7 1.041 2.036 1.323  0.79
C17 2.442 0.582 2.589  0.33
C18 3.568 0.348 3.356  -0.45
C19 3.655 -0.837 4.072  -0.97
C20 2.585 -1.712 4.026  -0.99
C21 1.507 -1.411 3.209  -0.75
N8 1.439 -0.309 2.457  1.07
H11 -0.461 4.415 -0.180  0.39
H12 -0.658 2.725 -0.368  -0.62
H13 3.330 6.003 1.614  0.27
H14 4.437 4.914 2.408  0.25
H15 4.332 1.108 3.401  0.63
H16 4.524 -1.053 4.676  0.48
H17 2.570 -2.624 4.603  0.56
H18 0.673 -2.099 3.147  0.51
C22 -2.704 -2.621 -0.075  -1.33
As1 -1.440 -1.994 1.261  2.09
C23 -2.597 -2.002 2.821  -1.51
C24 -0.317 -3.539 1.511  -0.17
C25 -0.721 -4.652 2.241  -1.18
C26 0.153 -5.718 2.406  -0.85
C27 1.418 -5.668 1.839  -0.98
C28 1.815 -4.558 1.108  -1.34
C29 0.955 -3.477 0.942  0.63
As2 1.414 -1.922 -0.172  2.02
C30 1.150 -2.855 -1.859  -1.25
C31 3.329 -1.824 0.120  -1.67
H19 -3.160 -3.533 0.321  0.61
H20 -2.197 -2.855 -1.010  0.27
H21 -3.478 -1.875 -0.263  0.46
H22 -3.131 -2.953 2.875  0.62
H23 -3.332 -1.199 2.736  0.43
H24 -2.014 -1.858 3.733  0.34
H25 -1.708 -4.705 2.687  0.41
H26 -0.155 -6.585 2.972  0.45
H27 2.097 -6.500 1.964  0.47
H28 2.804 -4.550 0.663  0.47
H29 1.770 -3.755 -1.832  0.58
H30 1.426 -2.225 -2.701  0.40
H31 0.107 -3.166 -1.941  0.28
H32 3.608 -2.410 0.995  0.59
H33 3.612 -0.782 0.252  0.37
H34 3.838 -2.206 -0.767  0.44
O3 2.759 0.195 -4.385  -0.72
C32 1.836 1.168 -4.344  0.44
C33 1.555 1.827 -5.542  -0.82
C34 0.627 2.841 -5.574  -0.45
C35 -0.050 3.230 -4.414  -1.14
C36 0.210 2.568 -3.238  -0.14
C37 1.146 1.527 -3.171  0.05
C38 1.366 0.776 -1.925  0.58
O4 2.234 -0.113 -1.862  -0.96
O5 0.574 1.010 -0.938  1.29
H35 2.901 -0.113 -3.468  0.30
H36 2.082 1.516 -6.431  0.51
H37 0.424 3.341 -6.509  0.43
H38 -0.763 4.039 -4.444  0.50
H39 -0.308 2.854 -2.332  0.55

=====

(3)
The following is a quantum chemistry calculation of a structure of composition C38H39AsN2SSi2V, from OMol25.

Calculated values
Gap between HOMO and LUMO (spin up / spin down), eV: 6.61 / 5.88
Energy, Eh: -5737.8479
Spin multiplicity: 4
Lowest unoccupied orbital energy (spin up / spin down), eV: -0.192 / -0.314

Each line ends with the Mulliken charge.
Atoms and positions in Å:
V1 0.309 0.298 -0.143  0.88
C1 0.189 -3.481 0.453  -1.42
Si1 -0.034 -2.126 -0.877  1.03
C2 -1.695 -2.622 -1.692  -1.34
C3 1.318 -2.480 -2.180  0.53
C4 1.217 -3.576 -3.041  -0.61
C5 2.181 -3.847 -3.997  -0.80
C6 3.290 -3.018 -4.102  -0.75
C7 3.416 -1.938 -3.242  -0.51
C8 2.448 -1.643 -2.277  0.25
Si2 2.671 -0.167 -1.069  0.78
C9 3.669 1.138 -2.053  -1.50
C10 3.958 -0.733 0.227  -1.34
H1 0.319 -4.467 -0.001  0.44
H2 -0.687 -3.538 1.107  0.29
H3 1.061 -3.295 1.086  0.30
H4 -1.682 -3.635 -2.102  0.49
H5 -1.976 -1.943 -2.502  0.26
H6 -2.496 -2.590 -0.946  0.26
H7 0.357 -4.234 -2.970  0.27
H8 2.072 -4.700 -4.657  0.38
H9 4.052 -3.217 -4.845  0.39
H10 4.293 -1.306 -3.332  0.23
H11 4.594 0.724 -2.462  0.39
H12 3.953 1.959 -1.388  0.40
H13 3.118 1.588 -2.884  0.36
H14 4.797 -1.247 -0.250  0.43
H15 3.540 -1.418 0.969  0.26
H16 4.367 0.127 0.766  0.36
S1 1.048 0.138 6.453  -0.14
C11 0.876 0.123 4.683  0.40
C12 1.777 0.835 3.903  -0.94
C13 1.617 0.830 2.528  -0.52
N1 0.629 0.167 1.926  0.54
C14 -0.235 -0.522 2.675  -0.27
C15 -0.154 -0.566 4.052  -1.35
C16 0.973 -1.615 6.761  0.08
C17 -0.129 -2.172 7.392  -0.03
C18 -0.137 -3.541 7.623  -0.35
N2 0.850 -4.354 7.267  -0.57
C19 1.902 -3.807 6.665  -0.36
C20 2.019 -2.452 6.397  -0.16
H17 2.605 1.371 4.344  0.49
H18 2.315 1.344 1.878  0.50
H19 -1.005 -1.056 2.134  0.51
H20 -0.879 -1.136 4.615  0.53
H21 -0.961 -1.555 7.702  0.42
H22 -0.987 -4.001 8.114  0.35
H23 2.701 -4.483 6.383  0.36
H24 2.902 -2.062 5.911  0.41
C21 -2.931 6.613 -2.654  -0.44
C22 -1.690 6.329 -3.206  -0.64
C23 -1.021 5.167 -2.850  -0.50
C24 -1.594 4.277 -1.948  0.12
C25 -2.840 4.563 -1.400  0.03
C26 -3.503 5.731 -1.750  -0.72
As1 -0.583 2.668 -1.540  0.64
C27 -1.694 1.879 -0.108  -1.11
C28 -2.432 0.703 -0.246  0.89
C29 -3.186 0.223 0.830  -0.56
C30 -3.209 0.907 2.029  -0.65
C31 -2.450 2.068 2.184  -0.71
C32 -1.688 2.538 1.134  -0.61
C33 -1.076 1.482 -2.996  0.02
C34 -2.350 1.456 -3.567  -0.19
C35 -2.625 0.566 -4.589  -0.66
C36 -1.641 -0.309 -5.045  -0.50
C37 -0.377 -0.291 -4.485  -0.62
C38 -0.095 0.617 -3.465  -0.25
H25 -3.451 7.522 -2.929  0.38
H26 -1.238 7.014 -3.910  0.39
H27 -0.048 4.964 -3.283  0.36
H28 -3.304 3.878 -0.701  0.32
H29 -4.471 5.948 -1.318  0.40
H30 -2.453 0.168 -1.187  0.22
H31 -3.757 -0.688 0.704  0.42
H32 -3.805 0.537 2.853  0.39
H33 -2.451 2.594 3.131  0.47
H34 -1.086 3.432 1.267  0.51
H35 -3.117 2.137 -3.218  0.47
H36 -3.611 0.547 -5.036  0.39
H37 -1.873 -1.008 -5.839  0.41
H38 0.395 -0.974 -4.812  0.34
H39 0.908 0.643 -3.048  0.42

=====

(4)
The following is a quantum chemistry calculation of a structure of composition C38H39BrN2O6SY, from OMol25.

Calculated values
Gap between HOMO and LUMO, eV: 7.60
Charge: -1
Energy, Eh: -5043.3066
Lowest unoccupied orbital energy, eV: 2.250

Each line ends with the Mulliken charge.
Atoms and positions in Å:
Y1 1.476 1.985 -1.252  0.03
O1 1.677 7.476 2.057  -0.56
C1 1.655 6.301 1.379  1.15
C2 2.470 5.232 1.736  -0.49
C3 2.387 4.078 0.990  -0.21
N1 1.547 3.972 -0.038  0.70
C4 0.765 4.997 -0.384  0.14
C5 0.790 6.193 0.296  -0.81
C6 -0.131 4.735 -1.599  0.19
O2 -0.814 5.659 -2.017  -0.76
O3 -0.039 3.535 -2.047  -0.64
C7 3.259 2.847 1.266  0.30
O4 4.025 2.906 2.219  -0.79
O5 3.072 1.884 0.443  -0.74
H1 2.315 7.406 2.775  0.30
H2 3.168 5.268 2.566  0.46
H3 0.150 7.006 -0.018  0.58
C8 -0.510 -3.146 0.839  -1.72
C9 0.227 -4.173 -0.018  2.70
C10 1.011 -5.108 0.914  -1.86
C11 -0.816 -4.986 -0.802  -1.76
C12 1.192 -3.506 -1.000  -0.19
C13 1.978 -4.317 -1.840  -0.31
C14 2.878 -3.787 -2.743  -1.38
C15 2.991 -2.402 -2.820  0.82
S1 4.007 -1.430 -3.833  -0.49
C16 3.322 0.016 -3.126  1.01
N2 2.421 -0.216 -2.216  0.68
C17 2.215 -1.576 -2.011  -1.41
C18 1.319 -2.130 -1.093  0.86
C19 3.727 1.371 -3.539  0.20
C20 4.746 1.543 -4.479  -0.93
C21 5.122 2.819 -4.859  -0.68
C22 4.466 3.909 -4.296  -0.90
C23 3.451 3.709 -3.369  -0.14
C24 3.036 2.440 -2.940  0.85
H4 -1.173 -3.662 1.541  0.72
H5 -1.123 -2.471 0.234  -0.14
H6 0.185 -2.539 1.425  0.31
H7 0.330 -5.583 1.628  0.43
H8 1.761 -4.546 1.477  0.40
H9 1.525 -5.899 0.361  0.37
H10 -1.529 -5.447 -0.109  0.40
H11 -0.353 -5.784 -1.390  0.40
H12 -1.372 -4.336 -1.484  0.32
H13 1.887 -5.396 -1.780  0.38
H14 3.478 -4.432 -3.372  0.37
H15 0.740 -1.454 -0.473  -0.17
H16 5.249 0.683 -4.912  0.34
H17 5.913 2.965 -5.583  0.36
H18 4.747 4.916 -4.587  0.39
H19 2.957 4.592 -2.967  0.37
C25 -4.492 -3.245 -0.124  -1.63
C26 -4.706 -1.898 0.586  1.86
C27 -5.110 -2.188 2.031  -2.12
C28 -5.857 -1.146 -0.096  -1.86
C29 -3.426 -1.065 0.511  -0.09
C30 -2.894 -0.716 -0.728  -0.23
C31 -1.726 0.003 -0.776  0.84
Br1 -0.975 0.423 -2.488  -0.18
C32 -0.988 0.436 0.349  -0.04
O6 0.143 1.054 0.180  -0.26
C33 -1.550 0.111 1.605  -0.49
C34 -2.733 -0.628 1.634  -0.30
C35 -0.946 0.535 2.960  2.49
C36 -0.574 -0.715 3.776  -1.79
C37 -2.002 1.340 3.740  -1.87
C38 0.309 1.413 2.873  -2.37
H20 -5.412 -3.840 -0.101  0.50
H21 -3.698 -3.815 0.369  0.26
H22 -4.205 -3.106 -1.169  0.30
H23 -6.016 -2.802 2.040  0.45
H24 -5.322 -1.267 2.583  0.37
H25 -4.326 -2.737 2.563  0.36
H26 -6.778 -1.739 -0.058  0.47
H27 -5.629 -0.939 -1.144  0.31
H28 -6.039 -0.190 0.402  0.40
H29 -3.373 -1.005 -1.660  0.43
H30 -3.131 -0.885 2.608  0.26
H31 -1.399 -1.430 3.837  0.25
H32 -0.295 -0.425 4.794  0.53
H33 0.284 -1.223 3.327  0.29
H34 -2.899 0.754 3.956  0.29
H35 -2.304 2.222 3.169  0.40
H36 -1.581 1.675 4.693  0.48
H37 1.131 0.924 2.356  0.33
H38 0.634 1.645 3.893  0.58
H39 0.108 2.354 2.357  0.36

=====

(5)
The following is a quantum chemistry calculation of a structure of composition C38H39ClN9PZn, from OMol25.

Calculated values
Gap between HOMO and LUMO, eV: 6.77
Energy, Eh: -4545.1820
Lowest unoccupied orbital energy, eV: -0.442

Each line ends with the Mulliken charge.
Atoms and positions in Å:
Zn1 -1.244 0.562 -0.658  0.03
C1 -0.963 -3.394 1.364  -0.58
C2 -1.149 -3.171 2.726  -0.81
C3 -1.411 -1.892 3.150  -0.24
C4 -1.508 -0.834 2.222  -0.11
N1 -1.350 -1.067 0.903  0.48
C5 -1.067 -2.313 0.518  0.17
N2 -1.739 0.395 2.776  -0.49
C6 -1.823 1.518 2.149  0.07
N3 -1.771 1.794 0.813  -0.07
C7 -1.882 3.142 0.630  0.11
N4 -1.788 3.839 -0.451  -0.61
C8 -1.704 3.367 -1.733  0.43
C9 -1.333 4.309 -2.713  -0.53
C10 -1.359 3.970 -4.044  -0.41
C11 -1.799 2.698 -4.402  -0.92
C12 -2.114 1.820 -3.389  -0.27
N5 -2.028 2.104 -2.086  -0.07
C13 -2.061 3.796 1.944  -0.04
C14 -2.238 5.116 2.304  -0.06
C15 -2.345 5.404 3.661  -0.63
C16 -2.274 4.392 4.614  -0.70
C17 -2.108 3.062 4.243  0.01
C18 -2.008 2.783 2.895  0.30
H1 -0.741 -4.375 0.967  0.48
H2 -1.067 -3.988 3.431  0.41
H3 -1.538 -1.652 4.196  0.53
H4 -0.891 -2.450 -0.541  -0.08
H5 -1.044 5.295 -2.379  0.47
H6 -1.066 4.685 -4.802  0.41
H7 -1.888 2.394 -5.435  0.44
H8 -2.464 0.824 -3.625  0.58
H9 -2.290 5.888 1.548  0.54
H10 -2.485 6.428 3.982  0.40
H11 -2.350 4.648 5.663  0.41
H12 -2.062 2.270 4.979  0.57
C19 3.444 1.035 1.293  -1.49
P1 2.054 0.237 2.222  1.20
C20 2.614 -1.533 2.112  -1.54
C21 2.631 0.663 3.919  0.56
C22 1.864 1.584 4.630  -0.58
C23 2.221 1.960 5.917  -0.54
C24 3.346 1.411 6.511  -0.47
C25 4.118 0.493 5.811  -0.66
C26 3.764 0.124 4.523  -0.45
H13 4.409 0.789 1.737  0.51
H14 3.301 2.116 1.322  0.36
H15 3.419 0.712 0.252  0.33
H16 3.662 -1.621 1.824  0.40
H17 2.006 -2.042 1.360  0.28
H18 2.449 -2.031 3.067  0.47
H19 0.976 1.994 4.162  0.23
H20 1.611 2.672 6.459  0.42
H21 3.624 1.697 7.518  0.37
H22 4.995 0.061 6.276  0.38
H23 4.381 -0.589 3.988  0.29
Cl1 3.131 -0.339 -6.378  -0.26
C27 2.475 -0.072 -4.788  0.21
C28 2.055 1.197 -4.418  -1.01
C29 1.525 1.401 -3.157  0.05
C30 1.389 0.355 -2.233  -0.27
C31 0.782 0.570 -0.911  -0.20
C32 1.848 -0.908 -2.635  -0.10
C33 2.381 -1.127 -3.897  -0.65
H24 2.147 2.019 -5.114  0.45
H25 1.193 2.394 -2.873  0.48
H26 1.057 1.552 -0.517  0.84
H27 1.129 -0.181 -0.198  -0.70
H28 1.795 -1.737 -1.935  0.43
H29 2.738 -2.109 -4.183  0.48
C34 -1.901 -5.677 -2.463  -1.55
C35 -0.976 -4.977 -3.455  0.87
C36 0.325 -4.533 -2.789  -1.12
C37 -1.671 -3.797 -4.158  -1.24
N6 -2.064 -2.733 -3.256  0.83
C38 -1.423 -1.611 -2.914  -0.66
N7 -2.172 -0.973 -2.042  0.24
N8 -3.278 -1.715 -1.860  -0.56
N9 -3.224 -2.768 -2.576  -0.59
H30 -1.389 -6.525 -2.007  0.46
H31 -2.799 -6.049 -2.958  0.37
H32 -2.213 -5.000 -1.668  0.24
H33 -0.733 -5.681 -4.257  0.33
H34 0.129 -3.836 -1.973  -0.04
H35 0.990 -4.048 -3.507  0.26
H36 0.848 -5.392 -2.369  0.52
H37 -2.577 -4.143 -4.654  0.41
H38 -0.998 -3.372 -4.902  0.41
H39 -0.463 -1.281 -3.283  0.78